[1]
Here is C24H68N3O12 as an isolated structure from OMol25. Energies are from the ωB97M-V functional and the def2-TZVPD basis.

The calculation puts the HOMO-LUMO gap at 6.51 eV. The net charge is -1. As for the spin multiplicity: 1.

Positions of all 107 atoms, in Å:
O 2.30033 1.05411 -6.37508
O -3.33867 0.75611 -0.74508
O -3.82667 3.75811 0.63292
O 2.76733 -7.59489 1.12492
O -0.10967 3.08711 -1.08808
O -0.20867 3.16911 3.14092
O -2.74967 2.21111 2.02592
O -1.80467 1.95311 -0.45908
O 0.79833 -1.99889 -1.70308
O -3.12267 -1.40089 -2.39608
O 4.30433 3.43211 0.05192
O -2.27467 -0.11989 4.05592
N -0.07867 0.88711 4.74192
N 0.34733 -5.75989 -0.83108
N 2.78533 1.79311 -2.91108
C 1.03833 -0.79289 -0.85908
C -1.24267 -0.99989 3.91892
C 1.06233 2.66511 3.35892
C 3.83233 2.35711 -0.69308
C 3.62333 2.77911 -2.20408
C 1.21933 0.57911 -7.18608
C 2.94933 1.81911 -4.30108
C -3.90267 4.17011 -0.79908
C -1.82167 -1.85889 -2.23108
C -4.37967 0.55611 -0.00708
C 2.13733 0.83411 -4.99608
C -0.36767 4.04011 2.01492
C 0.74933 -3.15889 -0.86908
C 1.15333 1.73311 4.63992
C 2.98133 -8.85589 1.90992
C 4.54833 3.22011 1.52292
C 1.46033 -7.52789 0.42392
C -0.77867 2.35111 -2.17708
C -0.96367 0.90111 -0.11308
C -4.16967 2.25411 2.19492
C -0.00967 -0.16989 3.75192
C 1.60633 -6.06189 -0.18508
C -3.48767 -0.77489 4.65692
C 0.55033 -4.42789 -1.61908
H -1.37767 -1.56089 2.97192
H -1.27867 -1.31689 -3.01508
H -4.52967 1.48311 1.65492
H -1.44367 1.58311 -1.93808
H 0.04233 -2.88889 -0.11308
H 4.69633 2.87811 -2.85708
H 0.34533 4.86211 2.15692
H 4.70233 1.57911 -0.77008
H -4.54167 5.12511 -0.85808
H 1.53733 2.06711 2.60192
H -1.20467 3.22411 -2.76908
H 1.89833 3.43211 3.50392
H 5.51933 2.75111 1.42992
H -0.23567 0.38311 5.60592
H 1.59033 -3.15589 -0.33508
H 2.81833 2.79511 -4.83208
H 3.71733 2.73411 2.26392
H -2.51967 1.08711 -0.02008
H -0.42767 2.66511 -0.34308
H -0.40667 -5.49589 -0.31208
H 1.33833 -0.49989 -7.47508
H -3.76867 -1.78889 4.28992
H 0.52533 -7.60789 1.00592
H 4.80833 4.08011 2.01492
H -4.66167 -0.42589 -0.00008
H 2.03533 -0.78989 -0.28208
H 1.35733 0.96911 -8.10908
H -4.68067 3.21011 1.83392
H -0.07567 1.87511 -2.79208
H -5.27767 0.92011 -0.12308
H -2.62567 2.07211 1.05792
H -1.83767 -3.08589 -2.57808
H 0.22333 -0.49689 -0.05208
H 0.24133 1.06611 -6.95308
H 0.84533 0.07311 -1.50408
H -4.20467 0.54411 1.02592
H -0.16667 -4.31589 -2.42708
H -3.51667 -0.80389 5.82892
H -0.17267 3.65611 1.11292
H -1.22667 4.40211 2.13092
H -4.31467 -0.22989 4.42692
H 0.90833 1.12511 -4.91208
H -4.34567 3.58311 -1.46108
H 2.51433 -6.06089 -0.86908
H 3.39533 -9.51289 1.11492
H 3.39733 3.75711 -2.19508
H -1.13767 -1.56089 4.79392
H -0.40467 0.71111 -0.94208
H -1.45467 -0.07489 -0.10808
H 2.05833 -9.27389 2.46592
H 2.98133 1.89211 -0.30208
H 2.04033 1.10911 4.57492
H -4.30867 1.88011 3.27292
H 3.75133 -8.70389 2.77192
H -0.03067 0.35811 2.75692
H 1.80233 1.80411 -2.36808
H 0.92133 2.38911 5.60692
H -0.60567 1.15411 0.94192
H 3.98233 1.65911 -4.67208
H 2.28833 -0.16789 -4.67408
H 0.82133 -0.84889 4.13092
H -1.30567 -1.77089 -1.10608
H 1.77533 -5.28889 0.50792
H -3.12367 -0.65189 -1.92008
H 1.63733 -8.20089 -0.33608
H -3.11867 3.10611 0.72592
H 1.23533 -4.56189 -2.41608
H -2.99767 4.23811 -1.26008

Cartesian forces (eV/Å) of the 3 atoms listed first:
O -0.1 -0.7 -1.2
O -0.5 -1.4 -2.1
O -0.1 3.3 -6.0



[2]
Here is a 10-piece molecular cluster, C24H68N4O10 overall from OMol25. Energies are from the ωB97M-V functional and the def2-TZVPD basis.

The calculation puts the HOMO-LUMO gap at 9.53 eV. As for the SMILES: NC(N)=O.NC(N)=O.CC(C)O.CC(C)O.CC(C)O.CC(C)O.CC(C)O.CC(C)O.CC(C)O.CO. As for the spin multiplicity: 1.

Positions of all 106 atoms, in Å:
O -1.50882 2.16306 -0.63528
O -1.01955 6.28663 3.55185
O -8.15709 4.34829 -0.00694
O 4.11654 0.03541 8.70039
O 4.19241 -4.29068 -6.52614
O 5.39597 1.57284 1.15052
O 2.85594 -2.94230 2.00528
O 0.40863 6.53049 -6.43017
O -6.06880 -4.61511 2.93127
O -4.06441 -4.91550 -5.03376
N -0.18464 1.86955 1.11259
N -6.47983 2.84219 0.21908
N -0.43292 0.17140 -0.32126
N -6.58130 4.08190 -1.51230
C 4.50401 -4.26008 3.12874
C 3.09859 1.07312 8.72450
C -5.04144 -4.43428 3.92527
C 2.90938 -5.59284 -4.85079
C -1.42648 7.00232 -5.13573
C -2.21657 6.71080 2.99917
C -3.94161 -3.53048 -5.29383
C -5.90077 -4.20659 5.15568
C -0.43415 5.86438 -5.47626
C 3.64307 -4.13944 1.91715
C -1.07185 4.63313 -6.09907
C -4.15056 -3.27178 3.63102
C 7.15823 1.66022 -0.32140
C 2.52357 1.09376 7.32651
C -0.77669 1.40395 0.01989
C -4.47201 -2.76059 -4.07309
C 3.44276 -3.11799 -4.64373
C -4.67504 -3.28061 -6.57562
C 2.59028 -5.26896 1.78984
C 3.85476 2.30778 9.22060
C 5.67025 1.98275 -0.20500
C 3.09171 -4.25031 -5.62551
C 5.29370 3.49195 -0.33764
C -7.13557 3.81231 -0.34971
H 4.68934 2.50408 8.54752
H -5.74585 -3.36236 -6.38910
H 5.95244 4.16698 0.20872
H 5.30974 3.91904 -1.34035
H 5.15904 -5.12260 3.00588
H 4.27752 3.59026 0.04424
H -6.69785 -3.46329 5.13981
H 3.33521 0.98082 6.60778
H -0.88606 -0.28956 -1.09733
H -4.07614 -5.34928 -5.89009
H -5.63965 -5.13852 2.25048
H 3.09733 -6.23328 1.75699
H 0.70134 7.33963 -6.00448
H -1.73783 4.17143 -5.37010
H -2.35256 7.79208 3.01995
H 4.00517 -4.32475 4.09574
H -2.14773 6.59168 -4.42914
H -5.67904 3.68718 -1.73637
H -5.51250 2.71466 -0.04190
H 0.22274 -0.30518 0.28130
H 4.23830 -3.89375 1.03770
H 4.21396 2.23647 10.24725
H 4.31018 -3.34019 -4.02220
H -5.26275 -3.89493 5.98267
H 0.48857 1.29459 1.59871
H -3.03072 6.10409 3.39563
H 3.96612 -4.92217 -7.21287
H -1.92323 7.41546 -6.01360
H 2.05718 -5.70971 -4.18130
H -0.96298 7.86407 -4.65546
H 3.60545 -0.74621 8.47797
H 3.17496 3.15513 9.13143
H -4.67242 -2.31892 3.54268
H -4.39236 -3.87526 -7.44429
H 7.28451 0.61905 -0.02454
H 2.16281 -4.16513 -6.18941
H -3.31278 -3.12884 4.31349
H -4.44142 -2.24325 -6.81520
H 2.87013 -6.46630 -5.50165
H 3.48364 -2.22399 2.11315
H 7.81418 2.22952 0.33717
H -1.62701 5.00638 -6.95963
H -6.94103 4.82573 -2.09316
H 3.77327 -5.68470 -4.19250
H 1.85670 -5.31316 2.59483
H 5.03303 1.43202 -0.89692
H -0.35913 3.86066 -6.38787
H -6.87039 2.36169 1.01700
H -3.85124 -2.96461 -3.20068
H 1.70767 0.38975 7.16290
H -0.49360 2.74688 1.50620
H -4.43868 -1.67684 -4.18480
H -2.88585 -3.26288 -5.33698
H 1.89847 -5.06954 0.97147
H -4.44679 -5.34586 3.98447
H -3.68306 -3.56087 2.68976
H 7.44963 1.80144 -1.36219
H 6.12490 1.88670 1.69067
H 2.60465 -2.94128 -3.96959
H 2.44540 0.72511 9.52471
H 3.68563 -2.14989 -5.08182
H -5.49066 -3.06806 -3.83662
H 2.01433 2.03415 7.11564
H 5.11380 -3.35670 3.11661
H 0.13576 5.54438 -4.60397
H -1.02385 6.51317 4.48473
H -6.33834 -5.15195 5.47653
H -2.34932 6.49886 1.93825

Cartesian forces (eV/Å) of the 3 atoms listed first:
O -0.1 -1.2 0.2
O 1.2 -0.3 -0.1
O -1.4 0.4 1.2



Respective ΔE to the lowest compared entry with this formula, charge and spin values: 11.018 3.487 eV.
Respective largest force on an atom values: 7.80 4.39 eV/Å.